# 1
Molecular formula: C3H11N2O2
Method: DFT, the ωB97M-V functional and the def2-TZVPD basis

ORCA input file:
```
! wB97M-V def2-TZVPD RIJCOSX def2/J DEFGRID3
* xyz 1 1
N -1.966 -2.233 -0.265
N 2.989 0.130 -0.186
H 2.316 1.378 1.353
O -1.462 2.187 0.875
H 3.892 0.092 0.163
H -1.694 0.367 0.068
O 0.462 -0.441 -0.793
H -2.875 -2.647 0.233
H 0.048 0.255 1.229
H -0.384 -0.821 -0.730
H 2.601 -0.585 -0.827
C 0.642 0.458 0.324
H -1.448 -3.038 -0.415
H -0.912 1.663 -1.025
H -2.185 -1.881 -1.184
H -0.892 3.062 0.694
C 2.029 0.688 0.533
C -1.159 1.366 -0.047
*
```

Computed properties:
**LUMO energy (spin up / spin down)**: -4.553 / -4.553 eV

Atomic partial charges in e from the Mulliken method, atoms 1 to 4:
1. N -0.77
2. N -0.28
3. H 0.34
4. O -0.40

# 2
Molecular formula: C3H11N2O2
Method: DFT, the ωB97M-V functional and the def2-TZVPD basis

ORCA input file:
```
! wB97M-V def2-TZVPD RIJCOSX def2/J DEFGRID3
* xyz 1 1
H -0.077 -1.469 -1.037
H 2.755 -1.458 -1.368
H -0.257 0.495 -1.702
C -0.103 1.209 -0.878
N -0.584 1.500 1.594
H -0.309 0.721 2.262
N -0.500 -1.712 -0.149
H 0.150 2.188 1.442
O 1.805 -1.540 -1.560
H -1.902 0.819 0.160
H -0.247 -2.604 0.247
H 0.985 1.105 -0.857
C -0.841 0.687 0.332
C -0.522 -0.735 0.767
H -0.541 2.135 -1.235
H -1.402 2.021 1.906
H 1.781 -2.457 -1.865
O -0.192 -0.907 1.941
*
```

Computed properties:
**LUMO energy**: -3.183 eV

Atomic partial charges in e from the Mulliken method, atoms 1 to 4:
1. H 0.26
2. H 0.30
3. H 0.40
4. C -1.55

# 3
Molecular formula: C3H11N2O2
Method: DFT, the ωB97M-V functional and the def2-TZVPD basis

ORCA input file:
```
! wB97M-V def2-TZVPD RIJCOSX def2/J DEFGRID3
* xyz 1 1
H -0.231 -0.612 2.583
C 0.410 0.021 1.863
H 0.262 1.203 0.207
C 1.441 -0.493 -1.230
O 1.861 0.670 -1.306
H -3.868 2.401 -0.052
C 0.210 -0.926 -0.416
H 1.450 -2.543 -1.754
H 1.386 -0.421 1.845
H 2.323 -1.295 -2.839
H -0.479 -1.059 -1.221
N -0.191 0.178 0.488
H -1.322 0.423 0.413
O -2.897 2.173 0.270
H 0.226 -1.965 -0.040
H 0.571 1.083 2.156
N 1.712 -1.583 -2.062
H -2.863 2.744 1.095
*
```

Computed properties:
**LUMO energy**: -3.268 eV

Atomic partial charges in e from the Mulliken method, atoms 1 to 4:
1. H 0.31
2. C -0.79
3. H 0.49
4. C 0.70

# 4
Molecular formula: C3H11N2O2
Method: DFT, the ωB97M-V functional and the def2-TZVPD basis

ORCA input file:
```
! wB97M-V def2-TZVPD RIJCOSX def2/J DEFGRID3
* xyz 1 1
H 2.081 1.766 -0.052
C 1.123 -0.080 0.507
N 0.479 -1.173 0.932
H -3.250 0.951 0.930
H 0.419 0.206 -1.503
O -2.851 0.072 0.896
H -1.213 -1.460 -0.350
H 0.885 2.832 -0.499
H 1.763 2.028 -1.659
C -0.339 -1.973 0.025
H -0.561 1.008 -0.309
H 1.009 -1.666 1.641
H 0.278 -2.428 -0.746
N 1.314 1.940 -0.756
O 2.205 0.328 0.907
H -0.736 -2.827 0.575
C 0.451 0.756 -0.560
H -3.056 -0.281 0.021
*
```

Computed properties:
**LUMO energy**: -3.516 eV

Atomic partial charges in e from the Mulliken method, atoms 1 to 4:
1. H 0.36
2. C 0.64
3. N -0.10
4. H 0.32